17
Properties=species:S:1:pos:R:3:forces:R:3:mulliken_charge:R:1 method="wB97M-V/def2-TZVPD" de_lowest_kj_mol=340.37 multiplicity=1 e_tot_ha=-309.71273 smiles="C=C/C=C/C=C.O" gap_ev=9.23
C -2.809929 0.199005 -0.547407 -0.176 0.878 0.412 -0.553
C -1.737976 0.935282 -0.836517 0.035 0.921 -1.340 -0.230
C -0.466357 0.639525 -1.552274 3.010 -3.762 0.038 -0.301
C 0.439737 -0.196531 -0.859053 -0.577 3.704 1.542 0.026
C 1.850329 -0.530541 -1.264877 0.703 -1.612 0.369 -0.120
C 2.472940 -1.512084 -0.479103 -1.331 0.922 -2.245 -0.679
H -3.562103 0.691402 0.121358 0.521 -0.737 -0.923 0.213
H -3.013712 -0.771508 -0.976481 0.214 -0.253 0.388 0.289
H -1.814062 1.987139 -0.616559 0.028 0.364 0.647 0.300
H -0.082967 0.825181 -2.650422 -1.588 0.170 2.096 0.231
H 0.332187 -0.130903 0.360838 -0.185 -0.973 -3.163 0.087
H 2.273789 -0.027971 -2.224260 -0.542 -0.989 1.933 0.229
H 1.682274 -1.974048 0.189665 1.759 0.325 -0.289 0.243
H 3.492182 -2.003628 -0.698191 -1.875 1.043 0.543 0.267
O -0.098144 0.617491 4.067534 0.880 -1.849 -1.301 -0.643
H 0.519945 1.258407 4.382213 0.473 0.920 0.509 0.314
H 0.521860 -0.006210 3.583528 -1.348 0.927 0.783 0.326